(1)
106
Properties=species:S:1:pos:R:3 method="wB97M-V/def2-TZVPD" total_charge=-2
Tl -1.449 0.705 -2.203
C -2.541 3.764 2.281
Si -1.931 3.098 0.606
C -0.290 3.973 0.282
C -3.163 3.787 -0.653
N -1.722 1.435 0.494
P -2.453 0.067 0.864
C -2.350 -1.316 -0.034
P -1.058 -2.183 -0.607
N -0.349 -1.889 -2.009
Si -0.275 -2.625 -3.513
C -1.833 -3.584 -4.013
C 1.156 -3.863 -3.709
C 0.060 -1.345 -4.862
C -1.602 -3.954 -0.637
C -0.679 -4.985 -0.784
C -1.092 -6.304 -0.893
C -2.448 -6.609 -0.861
C -3.376 -5.589 -0.703
C -2.953 -4.272 -0.583
C 0.330 -2.325 0.601
C 1.620 -1.943 0.255
C 2.653 -2.016 1.183
C 2.403 -2.471 2.469
C 1.115 -2.857 2.824
C 0.092 -2.785 1.895
C -2.084 -0.263 2.648
C -2.712 -1.324 3.300
C -2.394 -1.642 4.608
C -1.416 -0.918 5.283
C -0.775 0.130 4.642
C -1.120 0.460 3.336
C -4.266 0.455 0.966
C -4.852 1.070 2.068
C -6.183 1.465 2.046
C -6.950 1.259 0.909
C -6.377 0.638 -0.196
C -5.053 0.233 -0.160
H -2.469 4.855 2.288
H -1.952 3.381 3.115
H -3.584 3.497 2.456
H -0.353 5.040 0.509
H -0.014 3.866 -0.769
H 0.511 3.542 0.886
H -3.160 4.881 -0.647
H -4.176 3.445 -0.427
H -2.913 3.464 -1.665
H -1.861 -4.569 -3.542
H -1.883 -3.720 -5.096
H -2.727 -3.045 -3.694
H 1.142 -4.642 -2.946
H 2.118 -3.351 -3.652
H 1.090 -4.349 -4.686
H -0.808 -0.722 -5.079
H 0.365 -1.824 -5.795
H 0.860 -0.671 -4.549
H 0.378 -4.744 -0.811
H -0.360 -7.095 -1.008
H -2.777 -7.639 -0.951
H -4.434 -5.822 -0.670
H -3.651 -3.455 -0.441
H 1.791 -1.588 -0.754
H 3.653 -1.702 0.903
H 3.205 -2.518 3.197
H 0.910 -3.203 3.831
H -0.917 -3.068 2.172
H -3.441 -1.910 2.749
H -2.891 -2.471 5.102
H -1.149 -1.179 6.301
H 0.002 0.687 5.151
H -0.627 1.278 2.824
H -4.258 1.237 2.961
H -6.620 1.940 2.917
H -7.986 1.576 0.883
H -6.971 0.464 -1.087
H -4.596 -0.283 -0.999
C 6.331 3.001 -2.693
C 5.790 3.306 -1.300
C 6.693 2.687 -0.241
C 6.146 2.951 1.151
C 4.757 2.387 1.246
C 4.233 1.937 2.441
C 2.939 1.434 2.491
F 2.468 1.027 3.696
C 2.157 1.335 1.373
C 2.678 1.780 0.154
C 1.805 1.693 -1.045
O 0.804 0.994 -0.984
C 2.248 2.498 -2.167
C 3.519 2.957 -2.151
N 4.421 2.807 -1.134
C 3.966 2.319 0.086
C 1.378 2.899 -3.377
O 1.980 3.497 -4.288
O 0.164 2.623 -3.299
H 7.396 3.239 -2.722
H 5.838 3.576 -3.472
H 6.202 1.943 -2.921
H 5.785 4.396 -1.149
H 7.699 3.093 -0.358
H 6.745 1.608 -0.414
H 6.129 4.032 1.334
H 6.785 2.506 1.917
H 4.821 1.981 3.350
H 1.154 0.926 1.390
H 3.840 3.507 -3.024



(2)
71
Properties=species:S:1:pos:R:3 method="wB97M-V/def2-TZVPD" total_charge=-2
Mg -0.670 -0.072 0.568
O -0.699 1.689 1.799
C -1.451 2.802 1.410
C -1.722 2.853 -0.074
C -2.382 3.940 -0.647
C -2.612 3.943 -2.010
C -2.164 2.867 -2.766
C -1.507 1.837 -2.111
N -1.294 1.833 -0.801
H -1.354 1.169 2.424
H -0.926 3.726 1.691
H -2.421 2.796 1.922
H -2.713 4.761 -0.022
H -3.129 4.773 -2.477
H -2.315 2.827 -3.836
H -1.126 0.981 -2.659
O -4.076 -1.224 2.164
S -2.857 -0.473 1.909
O -2.568 0.462 3.045
O -1.669 -1.356 1.755
O -2.938 0.344 0.669
C 3.866 0.109 -0.762
Si 2.208 1.040 -0.935
C 2.348 2.204 -2.457
C 2.205 2.259 0.513
N 0.837 0.051 -1.067
C 0.626 -0.834 -2.050
C 1.482 -1.115 -3.143
C 1.138 -2.009 -4.145
C -0.078 -2.671 -4.123
C -0.945 -2.445 -3.049
C -0.593 -1.573 -2.041
O -1.407 -1.311 -0.935
C -2.478 -2.190 -0.799
C -3.736 -1.805 -1.227
C -4.790 -2.703 -1.148
C -4.584 -3.983 -0.659
C -3.322 -4.350 -0.211
C -2.269 -3.455 -0.275
H 4.664 0.765 -0.403
H 4.200 -0.356 -1.693
H 3.730 -0.692 -0.029
H 3.204 2.882 -2.381
H 1.440 2.811 -2.524
H 2.437 1.649 -3.395
H 2.764 3.164 0.262
H 2.658 1.809 1.398
H 1.185 2.536 0.779
H 2.444 -0.619 -3.178
H 1.832 -2.194 -4.960
H -0.351 -3.371 -4.902
H -1.890 -2.970 -3.011
H -3.882 -0.795 -1.581
H -5.781 -2.395 -1.460
H -5.406 -4.688 -0.617
H -3.159 -5.341 0.197
H -1.289 -3.701 0.114
Cl 4.931 1.134 6.607
C 4.044 0.448 5.259
C 4.544 -0.681 4.633
C 3.820 -1.233 3.585
C 2.621 -0.671 3.169
C 2.149 0.471 3.805
C 2.861 1.040 4.853
C 1.832 -1.303 2.005
O 2.197 -2.423 1.633
O 0.906 -0.578 1.565
H 5.481 -1.118 4.955
H 4.173 -2.118 3.071
H 1.218 0.904 3.458
H 2.505 1.937 5.344



(3)
76
Properties=species:S:1:pos:R:3 method="wB97M-V/def2-TZVPD" spin_multiplicity=2 total_charge=+1 s_squared=0.864
Co 0.206 0.693 0.489
C -3.432 3.028 2.545
N -3.269 1.584 2.687
C -4.460 0.859 3.114
C -2.148 0.997 2.254
O -1.193 1.633 1.804
C -2.086 -0.524 2.343
O -0.987 -1.034 1.607
C -0.058 -1.817 2.323
C 1.196 -1.000 2.610
O 1.308 0.116 2.084
N 2.121 -1.510 3.421
C 2.120 -2.897 3.864
C 3.355 -0.769 3.676
H -3.700 3.464 3.507
H -4.223 3.243 1.825
H -2.500 3.462 2.201
H -4.995 1.475 3.834
H -4.214 -0.081 3.599
H -5.124 0.661 2.269
H -2.997 -0.961 1.926
H -2.019 -0.805 3.398
H 0.202 -2.670 1.691
H -0.495 -2.191 3.251
H 1.114 -3.296 3.946
H 2.587 -2.953 4.845
H 2.692 -3.520 3.173
H 3.248 0.247 3.314
H 4.194 -1.245 3.166
H 3.548 -0.758 4.748
C 2.788 -1.157 -3.459
Si 1.427 -1.208 -2.155
C 1.839 -2.482 -0.827
C -0.171 -1.678 -3.030
C 1.219 0.472 -1.339
C 0.166 1.309 -1.933
C 0.130 1.916 -3.190
C -0.966 2.687 -3.525
C -2.004 2.850 -2.608
C -1.896 2.232 -1.381
N -0.847 1.473 -1.067
Si 2.756 1.456 -0.892
C 3.670 2.237 -2.342
C 2.152 2.920 0.162
C 3.961 0.379 0.076
H 2.874 -2.119 -3.969
H 3.761 -0.921 -3.022
H 2.568 -0.401 -4.217
H 1.706 -3.500 -1.200
H 1.176 -2.351 0.033
H 2.871 -2.385 -0.483
H -0.048 -2.619 -3.571
H -0.468 -0.914 -3.752
H -0.984 -1.810 -2.312
H 0.963 1.786 -3.868
H -1.020 3.170 -4.492
H -2.871 3.449 -2.844
H -2.668 2.341 -0.628
H 3.022 2.922 -2.894
H 4.066 1.502 -3.044
H 4.513 2.820 -1.962
H 1.727 3.693 -0.483
H 2.974 3.369 0.723
H 1.382 2.654 0.898
H 4.602 -0.202 -0.592
H 3.438 -0.313 0.736
H 4.608 1.013 0.687
C -3.539 -3.467 -2.455
Te -2.750 -2.351 -0.805
C -3.672 -0.541 -1.486
H -4.593 -3.682 -2.305
H -2.988 -4.399 -2.548
H -3.402 -2.878 -3.359
H -3.247 -0.261 -2.447
H -3.472 0.253 -0.766
H -4.744 -0.693 -1.578



ΔE to the lowest compared entry with this formula, charge and spin (eV)
0.000, 0.722, 0.547